(1)
The following is a DFT calculation (ωB97M-V/def2-TZVPD) of C35H51N4O3PSn as an isolated structure.

## Properties
E_tot in Eh: -2364.6353
Frontier orbital gap (alpha / beta) in eV: 3.83 / 6.23
Molar mass in g/mol: 725.50
⟨S²⟩: 0.780
LUMO level (alpha / beta) in eV: 2.320 / 2.305
Multiplicity: 2
Charge: -1

Each line ends with the Mulliken spin population.
Atoms and positions in Å:
Sn: -0.073397 -0.241021 0.439355  0.04
C: -2.307713 -0.750282 2.941562  0.00
N: -2.377659 0.408033 2.063518  0.01
C: -3.663647 0.448998 1.358152  0.00
C: -3.583563 0.999154 -0.075313  -0.03
C: -3.628842 -0.137380 -1.081833  0.00
N: -2.573188 -1.099450 -0.784503  0.01
C: -2.278333 -1.904249 -1.725758  -0.01
C: -1.419989 -3.074116 -1.649581  0.00
C: -1.431162 -3.920757 -2.763474  0.00
C: -0.763076 -5.127668 -2.790697  0.00
C: -0.056660 -5.512929 -1.646636  0.00
C: -0.006511 -4.698707 -0.539708  0.00
C: -0.655549 -3.427021 -0.491325  0.00
O: -0.523639 -2.671940 0.539152  -0.01
C: -2.105209 1.623147 2.824099  0.01
C: -1.963101 2.882194 1.981567  0.02
C: -0.647271 2.977028 1.201846  -0.02
N: -0.550254 2.073586 0.076905  0.17
C: -0.498984 2.664826 -1.158171  0.49
C: -0.480626 2.039276 -2.433752  -0.13
C: -0.748896 2.827986 -3.585239  0.19
C: -0.763262 2.301015 -4.862561  -0.14
C: -0.500753 0.942540 -5.045101  0.25
C: -0.215162 0.140939 -3.937858  -0.14
C: -0.180042 0.649190 -2.638247  0.19
O: 0.187195 -0.145888 -1.638236  0.05
H: -3.085776 -0.722670 3.724014  0.00
H: -1.328819 -0.778284 3.423375  0.00
H: -2.413419 -1.658126 2.347865  0.00
H: -4.400701 1.010149 1.957540  0.00
H: -4.014941 -0.582610 1.300598  0.00
H: -2.636648 1.515801 -0.212264  0.02
H: -4.395806 1.705977 -0.267878  0.00
H: -3.558219 0.241673 -2.108964  0.00
H: -4.597532 -0.649997 -0.986748  0.00
H: -2.763383 -1.775937 -2.706161  0.00
H: -2.005206 -3.608194 -3.631018  0.00
H: -0.794113 -5.762335 -3.666718  0.00
H: 0.462059 -6.466391 -1.632453  0.00
H: 0.534446 -5.005678 0.348475  0.00
H: -1.168849 1.462895 3.371281  0.00
H: -2.905802 1.775704 3.574427  0.00
H: -2.005995 3.741338 2.663805  -0.02
H: -2.805852 2.982472 1.296609  0.01
H: 0.165616 2.767806 1.909637  -0.03
H: -0.530065 4.018946 0.870465  0.03
H: -0.562988 3.758256 -1.198602  0.02
H: -0.963410 3.882987 -3.437926  0.00
H: -0.979512 2.937374 -5.713654  -0.01
H: -0.507549 0.512292 -6.040712  0.02
H: 0.010896 -0.915033 -4.052828  -0.01
O: 1.684668 0.854596 2.261587  0.01
N: 2.380932 1.886526 2.475254  -0.01
C: 2.718784 2.245992 3.725655  0.00
C: 3.462467 3.381787 3.955459  0.00
C: 3.872584 4.175095 2.899590  0.00
C: 3.510187 3.783202 1.626193  -0.01
C: 2.768745 2.638508 1.430787  -0.01
H: 2.360232 1.577617 4.492044  0.00
H: 3.717027 3.637637 4.974337  0.00
H: 4.459541 5.065968 3.064867  0.00
H: 3.799490 4.364737 0.762759  0.00
H: 2.441322 2.266483 0.469926  0.02
C: 3.240007 -0.349832 -2.583218  -0.01
C: 3.513316 -1.654761 -1.819847  0.00
C: 4.800049 -2.296010 -2.339961  0.00
P: 3.330405 -1.360189 0.020653  0.00
C: 2.975506 -3.060893 0.689725  0.00
C: 4.080114 -4.113361 0.652876  0.00
C: 2.381812 -2.965785 2.102201  0.00
C: 5.079865 -1.007202 0.582838  0.00
C: 5.553290 0.319074 -0.010705  0.00
C: 5.108591 -0.921819 2.110696  0.00
H: 2.963927 -0.564265 -3.617527  0.00
H: 4.125660 0.290776 -2.601963  0.00
H: 2.415222 0.204820 -2.135734  0.01
H: 2.672045 -2.325556 -2.029352  0.00
H: 5.679837 -1.710746 -2.063218  0.00
H: 4.767968 -2.335467 -3.432367  0.00
H: 4.948451 -3.312988 -1.982177  0.00
H: 2.164184 -3.383482 0.031147  0.00
H: 4.944103 -3.810786 1.250494  0.00
H: 4.423880 -4.322528 -0.357841  0.00
H: 3.703315 -5.052053 1.070247  0.00
H: 3.166612 -2.911864 2.860705  0.00
H: 1.772655 -3.847317 2.313395  0.00
H: 1.735901 -2.094201 2.205895  0.00
H: 5.747799 -1.807388 0.249477  0.00
H: 4.846383 1.117019 0.224409  0.00
H: 5.657064 0.272858 -1.092983  0.00
H: 6.525293 0.598314 0.408738  0.00
H: 4.293156 -0.289717 2.473506  0.00
H: 6.054231 -0.489149 2.453162  0.00
H: 5.000969 -1.900284 2.574614  0.00

Forces on the atoms, in the same order (eV/Å):
Sn -0.534 0.417 -0.341
C 0.012 0.014 -0.043
N -0.039 -0.030 0.044
C 0.033 0.061 -0.058
C 0.018 -0.150 0.013
C -0.090 0.026 0.022
N 0.131 0.116 -0.009
C -0.128 -0.117 0.052
C 0.059 0.035 -0.061
C 0.005 0.002 0.004
C 0.011 -0.017 -0.055
C 0.009 0.034 0.013
C -0.019 -0.065 -0.015
C 0.091 0.050 0.189
O -0.118 -0.186 -0.370
C -0.048 -0.036 -0.129
C 0.080 0.136 0.091
C -0.073 -0.196 -0.237
N 0.430 -0.118 -0.509
C -0.063 -0.069 0.272
C 0.062 0.021 0.341
C 0.016 -0.060 -0.051
C 0.078 -0.136 0.124
C -0.028 0.039 -0.104
C -0.006 -0.043 0.243
C -0.178 0.123 -0.235
O 0.132 -0.187 0.243
H 0.009 -0.012 0.005
H 0.001 -0.019 0.017
H 0.018 -0.021 0.000
H 0.035 -0.007 0.028
H -0.081 0.032 0.032
H -0.071 0.098 0.023
H -0.005 -0.017 -0.022
H 0.064 0.013 -0.005
H 0.025 -0.023 -0.039
H -0.027 -0.040 0.001
H -0.004 0.012 -0.005
H -0.001 0.006 -0.004
H 0.003 0.002 0.014
H 0.006 0.010 0.014
H -0.024 0.009 0.005
H 0.022 -0.039 0.008
H -0.011 -0.062 0.009
H -0.035 0.084 0.021
H -0.057 0.104 0.113
H 0.067 -0.006 -0.029
H -0.088 -0.043 0.142
H 0.001 -0.017 0.018
H 0.001 0.003 0.020
H -0.007 -0.012 0.039
H 0.007 0.023 -0.025
O -0.270 -0.662 0.420
N 0.067 0.066 -0.195
C 0.234 0.249 0.555
C 0.004 -0.033 0.221
C 0.058 0.042 0.072
C -0.005 0.000 -0.266
C 0.294 0.489 -0.527
H -0.016 -0.017 -0.004
H -0.017 -0.027 0.030
H 0.004 0.038 0.011
H -0.021 -0.026 -0.057
H -0.067 0.017 0.004
C -0.013 0.037 0.099
C -0.039 0.081 0.025
C -0.062 -0.041 -0.004
P 0.280 0.075 -0.166
C -0.028 0.083 0.112
C -0.041 0.005 -0.048
C -0.018 0.001 -0.027
C -0.163 0.005 0.016
C 0.075 -0.067 0.017
C 0.063 0.007 -0.046
H 0.026 -0.007 -0.031
H 0.011 -0.007 -0.001
H 0.021 -0.044 -0.057
H -0.015 -0.005 0.004
H 0.001 -0.001 -0.021
H 0.014 -0.003 -0.014
H 0.013 0.002 0.021
H -0.045 -0.006 -0.024
H -0.002 -0.010 0.003
H 0.012 -0.015 -0.003
H 0.018 -0.004 0.021
H -0.005 0.020 -0.006
H 0.005 -0.017 -0.008
H -0.022 -0.012 0.021
H 0.036 0.005 0.028
H -0.026 0.043 -0.001
H -0.016 0.029 -0.027
H -0.005 -0.006 -0.006
H -0.011 -0.001 0.022
H -0.001 -0.015 -0.008
H -0.017 -0.009 0.029

***

(2)
The following is a DFT calculation (ωB97M-V/def2-TZVPD) of a single C4H7NOS molecule.

## Properties
E_tot in Eh: -684.7761
Frontier orbital gap in eV: 9.77
Molar mass in g/mol: 117.17
LUMO level in eV: 0.679
Energy above the lowest of the compared OMol25 structures with the same formula, charge and spin in kJ/mol: 81.2
Structure (SMILES): C[C@@H]1SCNC1=O

Each line ends with the Löwdin charge.
Atoms and positions in Å:
C: 0.902153 1.475808 0.592998  -0.11
C: -0.472049 0.862087 0.097897  -0.57
S: -1.247110 -0.184853 1.315616  0.90
C: -0.429804 -1.567086 0.522826  -0.52
N: -0.385840 -1.312140 -0.833529  -0.01
C: -0.274082 -0.033548 -1.167461  -0.54
O: 0.062923 0.385221 -2.279321  0.04
H: 1.527791 0.650255 1.079020  0.08
H: 0.991297 2.348441 1.363518  0.09
H: 1.285204 1.976219 -0.375545  0.10
H: -1.182916 1.560553 -0.387276  0.12
H: -1.108922 -2.432113 0.767560  0.10
H: 0.664273 -1.660871 0.883871  0.11
H: -0.332918 -2.067974 -1.580174  0.20

Forces on the atoms, in the same order (eV/Å):
C 0.478 1.133 -0.689
C 0.374 1.248 -0.647
S -0.278 0.262 0.109
C 0.630 -2.237 2.688
N -0.601 -1.865 -3.254
C 1.870 1.491 -1.345
O -0.890 -0.260 1.516
H -0.554 1.070 -1.262
H -1.234 -1.612 -1.194
H 0.270 -1.228 1.528
H 0.409 0.341 1.076
H 1.281 0.438 -0.172
H -1.795 -0.348 0.090
H 0.038 1.566 1.557